Entry w
Formula: C6H9N2O
Source: OMol25
Level of theory: ωB97M-V with the def2-TZVPD basis set

Total charge: +1
Orbital gap (alpha / beta) in eV: 5.64 / 5.64
Multiplicity: 1

Geometry (Å):
1 C -2.326 0.305 0.986
2 C -0.172 0.072 -1.961
3 C -0.130 -1.286 0.014
4 C 0.915 -0.807 1.006
5 C 0.176 1.373 1.674
6 C -1.860 0.541 -0.341
7 N -2.902 0.012 1.967
8 N -0.762 -0.203 -0.785
9 O 0.377 0.147 2.002
10 H -0.845 0.731 -2.630
11 H 0.692 -0.630 -2.344
12 H 0.549 -1.916 -0.664
13 H -0.962 -1.934 0.531
14 H 1.144 -1.561 1.703
15 H 1.837 -0.327 0.498
16 H 0.279 1.697 0.672
17 H -0.341 1.902 2.471
18 H -2.419 1.303 -0.812

Atom charges from the Mulliken analysis, given in e for atoms 1 to 2:
1. C -0.0424
2. C -0.2872

Entry x
Formula: C6H9N2O
Source: OMol25
Level of theory: ωB97M-V with the def2-TZVPD basis set

Total charge: +1
Orbital gap in eV: 9.41
Multiplicity: 1
SMILES string: C[C@@H](O)/N=C/C=[N+]1C=C1

Geometry (Å):
1 C -1.436 -1.282 -0.586
2 C -0.168 -0.562 -1.161
3 O -0.601 0.009 -2.483
4 N 0.147 0.407 -0.161
5 C 0.100 1.615 -0.424
6 C 0.728 2.342 0.716
7 N 1.198 1.739 1.725
8 C 1.943 1.500 2.772
9 C 1.568 0.407 2.217
10 H -1.279 -1.788 0.359
11 H -2.393 -0.662 -0.528
12 H -1.617 -2.019 -1.431
13 H 0.660 -1.228 -1.197
14 H -0.002 -0.159 -3.223
15 H -0.064 2.093 -1.358
16 H 0.865 3.445 0.410
17 H 2.398 2.127 3.569
18 H 1.494 -0.606 2.452

Atom charges from the Mulliken analysis, given in e for atoms 1 to 2:
1. C -1.1158
2. C 0.1212

Ranking the structures above by stability puts entry w first and entry x last.